[1]
Density functional theory data (ωB97M-V/def2-TZVPD) for a structure of composition C45H56N6STeTi at a distorted geometry.

CARTESIAN COORDINATES (ANGSTROEM)
Ti: -0.149 -0.235 -0.015
C: 0.661 3.311 5.155
C: 1.404 3.512 3.831
C: 1.505 2.252 3.024
C: 2.620 1.614 2.601
C: 3.997 2.174 2.768
C: 4.353 3.110 1.605
C: 2.160 0.344 1.927
N: 0.745 0.532 1.659
C: 0.366 1.611 2.379
C: -0.846 2.273 2.292
C: -1.706 2.182 1.202
C: -2.672 3.200 0.893
C: -2.973 4.394 1.740
C: -3.924 4.069 2.890
C: -3.170 2.897 -0.346
C: -2.517 1.686 -0.760
C: -2.825 1.011 -1.922
C: -2.382 -0.266 -2.239
N: -1.427 -0.976 -1.558
C: -1.510 -2.258 -2.075
C: -0.831 -3.357 -1.604
C: 0.104 -3.353 -0.572
N: 0.522 -2.221 0.106
C: 1.574 -2.631 0.854
C: 2.586 -1.741 1.448
C: 1.824 -4.009 0.700
C: 0.892 -4.474 -0.214
C: 0.771 -5.863 -0.756
C: -0.302 -6.660 -0.015
C: 2.910 -4.817 1.340
C: 4.169 -4.862 0.470
C: -2.486 -2.326 -3.126
C: -3.018 -1.074 -3.240
C: -4.158 -0.651 -4.106
C: -5.478 -0.736 -3.333
C: -2.861 -3.547 -3.901
C: -1.897 -3.829 -5.058
N: -1.603 1.267 0.188
C: -4.195 3.646 -1.136
C: -5.600 3.053 -0.971
H: 0.540 4.267 5.663
H: 1.221 2.645 5.806
H: -0.323 2.877 4.995
H: 2.402 3.895 4.050
H: 0.893 4.274 3.234
H: 4.753 1.403 2.851
H: 4.015 2.745 3.698
H: 4.597 2.541 0.710
H: 5.206 3.732 1.867
H: 3.506 3.755 1.375
H: -1.027 3.076 2.985
H: -3.420 5.176 1.122
H: -2.039 4.796 2.141
H: -4.872 3.699 2.506
H: -4.114 4.959 3.487
H: -3.499 3.302 3.532
H: -3.560 1.453 -2.575
H: -1.010 -4.302 -2.094
H: 3.506 -2.328 1.481
H: 1.730 -6.376 -0.657
H: 0.527 -5.831 -1.822
H: -0.062 -6.725 1.044
H: -0.375 -7.668 -0.416
H: -1.269 -6.174 -0.119
H: 2.552 -5.837 1.482
H: 3.156 -4.415 2.324
H: 3.933 -5.258 -0.516
H: 4.930 -5.494 0.923
H: 4.588 -3.866 0.342
H: -4.214 -1.303 -4.981
H: -4.001 0.368 -4.465
H: -5.657 -1.755 -2.997
H: -6.311 -0.424 -3.958
H: -5.448 -0.099 -2.453
H: -3.868 -3.414 -4.303
H: -2.887 -4.413 -3.234
H: -1.914 -3.010 -5.775
H: -2.189 -4.745 -5.570
H: -0.879 -3.944 -4.692
H: -3.926 3.638 -2.196
H: -4.218 4.689 -0.811
H: -5.613 2.012 -1.285
H: -6.324 3.607 -1.570
H: -5.909 3.098 0.071
C: 0.650 4.844 -1.141
Te: 1.399 2.844 -0.690
C: 0.278 2.070 -2.361
H: 0.624 4.978 -2.216
H: 1.292 5.602 -0.709
H: -0.354 4.953 -0.740
H: -0.647 2.628 -2.444
H: 0.055 1.025 -2.121
H: 0.845 2.156 -3.283
N: 2.620 0.087 -2.808
C: 2.978 -0.030 -1.509
N: 2.153 -0.173 -0.532
C: 2.821 -0.370 0.722
C: 2.406 -0.971 2.774
C: 3.701 -0.988 3.504
C: 4.907 -0.828 2.926
C: 5.206 -0.498 1.550
C: 4.304 -0.223 0.587
S: 4.697 0.100 -1.094
H: 1.701 -0.259 -3.052
H: 3.346 -0.023 -3.497
H: 1.554 -1.246 3.395
H: 3.663 -1.198 4.564
H: 5.782 -0.917 3.556
H: 6.256 -0.441 1.296

Results
- HOMO level (alpha / beta): -5.4 / -5.4 eV
- ΔE to the lowest compared entry with this formula, charge and spin: 96.7 kcal/mol
- Total charge: 0

Atom charges from the Mulliken analysis, given in e for atoms 1 to 99:
1 Ti 0.276
2 C -1.430
3 C -0.897
4 C 0.111
5 C 0.168
6 C -1.095
7 C -1.100
8 C 1.474
9 N 0.423
10 C 0.200
11 C -1.200
12 C 0.261
13 C 0.518
14 C -1.296
15 C -1.309
16 C 0.642
17 C -0.163
18 C -0.716
19 C -0.306
20 N 0.711
21 C -0.284
22 C -0.354
23 C -0.380
24 N 0.508
25 C -0.778
26 C -0.794
27 C 0.718
28 C 0.316
29 C -1.043
30 C -1.223
31 C -1.212
32 C -1.058
33 C 0.442
34 C 0.677
35 C -1.373
36 C -1.067
37 C -1.317
38 C -1.194
39 N 0.166
40 C -1.153
41 C -0.878
42 H 0.415
43 H 0.384
44 H 0.318
45 H 0.420
46 H 0.271
47 H 0.147
48 H 0.852
49 H 0.190
50 H 0.508
51 H 0.110
52 H 0.383
53 H 0.452
54 H 0.321
55 H 0.303
56 H 0.414
57 H 0.308
58 H 0.394
59 H 0.211
60 H 0.449
61 H 0.344
62 H 0.422
63 H 0.323
64 H 0.414
65 H 0.289
66 H 0.447
67 H 0.360
68 H 0.295
69 H 0.376
70 H 0.230
71 H 0.458
72 H 0.470
73 H 0.319
74 H 0.370
75 H 0.180
76 H 0.423
77 H 0.442
78 H 0.310
79 H 0.395
80 H 0.277
81 H 0.343
82 H 0.447
83 H 0.045
84 H 0.406
85 H 0.259
86 C -1.152
87 Te 0.573
88 C -0.397
89 H 0.338
90 H 0.362
91 H 0.283
92 H 0.427
93 H -0.591
94 H 0.627
95 N -0.275
96 C -0.106
97 N -0.376
98 C 1.121
99 C 0.234

[2]
Density functional theory data (ωB97M-V/def2-TZVPD) for a cluster of 7 separate species, C45H57NO6P2 in total.

CARTESIAN COORDINATES (ANGSTROEM)
C: 1.951 1.886 0.689
C: 1.509 0.448 0.881
O: 0.440 0.380 1.831
P: -1.124 0.025 1.458
C: -1.386 0.952 -0.128
C: -2.741 0.776 -0.836
P: -4.255 1.060 0.093
O: -5.014 -0.165 0.360
O: -3.751 1.851 1.381
C: -4.744 2.372 2.288
C: -4.114 2.511 3.653
O: -5.159 2.124 -0.695
C: -4.679 3.086 -1.645
C: -3.599 4.030 -1.107
C: -0.877 -1.715 0.809
O: -1.944 -2.020 -0.088
N: -2.367 -3.418 0.077
O: -3.506 -3.466 0.241
H: 1.090 2.551 0.642
H: 2.543 2.195 1.551
H: 2.577 2.007 -0.196
H: 1.237 -0.026 -0.064
H: 2.327 -0.139 1.305
H: -0.625 0.680 -0.863
H: -1.234 2.011 0.097
H: -2.725 1.412 -1.722
H: -2.850 -0.248 -1.193
H: -5.083 3.341 1.913
H: -5.606 1.703 2.315
H: -4.863 2.884 4.353
H: -3.300 3.236 3.631
H: -3.738 1.553 4.008
H: -4.338 2.554 -2.535
H: -5.565 3.648 -1.931
H: -3.440 3.882 -0.040
H: -3.866 5.069 -1.296
H: -2.642 3.859 -1.603
H: -0.939 -2.359 1.692
H: 0.103 -1.880 0.350
C: 6.197 1.778 4.543
C: 6.596 3.074 4.246
C: 5.645 4.042 3.952
C: 4.296 3.716 3.957
C: 3.897 2.419 4.251
C: 4.847 1.451 4.544
H: 6.937 1.024 4.775
H: 7.647 3.331 4.244
H: 5.957 5.053 3.722
H: 3.554 4.473 3.732
H: 2.845 2.162 4.251
H: 4.536 0.440 4.774
C: -6.224 -1.581 -4.319
C: -6.718 -2.742 -4.900
C: -6.431 -3.978 -4.335
C: -5.650 -4.050 -3.190
C: -5.150 -2.891 -2.615
C: -5.439 -1.655 -3.177
H: -6.456 -0.617 -4.755
H: -7.328 -2.683 -5.792
H: -6.816 -4.883 -4.786
H: -5.427 -5.011 -2.744
H: -4.538 -2.950 -1.727
H: -5.060 -0.752 -2.712
C: 6.466 6.519 8.199
C: 6.175 6.374 6.850
C: 6.661 7.299 5.935
C: 7.435 8.366 6.368
C: 7.722 8.512 7.718
C: 7.238 7.588 8.633
H: 6.090 5.797 8.913
H: 5.572 5.542 6.511
H: 6.436 7.188 4.882
H: 7.814 9.086 5.653
H: 8.323 9.346 8.057
H: 7.462 7.701 9.686
C: 0.323 -0.502 -3.112
C: -0.953 -1.046 -3.066
C: -1.846 -0.800 -4.101
C: -1.462 -0.009 -5.175
C: -0.186 0.538 -5.217
C: 0.709 0.291 -4.185
H: 1.021 -0.698 -2.306
H: -1.252 -1.653 -2.219
H: -2.841 -1.228 -4.069
H: -2.158 0.179 -5.983
H: 0.111 1.155 -6.055
H: 1.704 0.716 -4.217
C: 3.524 -2.444 -3.053
C: 2.924 -3.060 -1.963
C: 3.638 -3.974 -1.200
C: 4.952 -4.276 -1.530
C: 5.550 -3.665 -2.624
C: 4.837 -2.750 -3.385
H: 2.967 -1.730 -3.646
H: 1.897 -2.830 -1.709
H: 3.169 -4.454 -0.350
H: 5.509 -4.988 -0.936
H: 6.573 -3.904 -2.884
H: 5.304 -2.274 -4.238
C: -3.179 -7.654 -1.676
C: -2.957 -6.541 -2.474
C: -2.516 -6.696 -3.780
C: -2.294 -7.968 -4.289
C: -2.511 -9.083 -3.490
C: -2.955 -8.926 -2.185
H: -3.529 -7.530 -0.659
H: -3.128 -5.548 -2.076
H: -2.348 -5.825 -4.401
H: -1.951 -8.091 -5.308
H: -2.335 -10.075 -3.887
H: -3.126 -9.796 -1.563

Results
- HOMO level: -8.8 eV
- SMILES: CCOP(CCP(=O)(OCC)OCC)CON=O.c1ccccc1.c1ccccc1.c1ccccc1.c1ccccc1.c1ccccc1.c1ccccc1
- Total charge: 0

Atom charges from the Mulliken analysis, given in e for atoms 1 to 99:
1 C -1.023
2 C 0.796
3 O -0.214
4 P -0.230
5 C -0.981
6 C 0.196
7 P 0.268
8 O -0.727
9 O -0.051
10 C -0.291
11 C -1.278
12 O -0.408
13 C -0.265
14 C -0.809
15 C -0.330
16 O -0.202
17 N 0.301
18 O -0.281
19 H 0.296
20 H 0.087
21 H 0.360
22 H -0.625
23 H 0.436
24 H 0.395
25 H 0.659
26 H 0.347
27 H -0.079
28 H 0.254
29 H 0.390
30 H 0.422
31 H 0.282
32 H 0.303
33 H 0.228
34 H 0.466
35 H 0.171
36 H 0.354
37 H 0.231
38 H 0.404
39 H 0.084
40 C -0.358
41 C -0.488
42 C -0.404
43 C -0.395
44 C -0.429
45 C -0.478
46 H 0.372
47 H 0.385
48 H 0.466
49 H 0.396
50 H 0.542
51 H 0.382
52 C -0.602
53 C -0.381
54 C -0.603
55 C -0.446
56 C -0.046
57 C -0.437
58 H 0.388
59 H 0.371
60 H 0.382
61 H 0.513
62 H 0.356
63 H 0.486
64 C -0.535
65 C -0.003
66 C -0.342
67 C -0.468
68 C -0.380
69 C -0.337
70 H 0.362
71 H 0.357
72 H 0.277
73 H 0.358
74 H 0.356
75 H 0.358
76 C 0.046
77 C -0.100
78 C -0.270
79 C -0.627
80 C -0.484
81 C -0.925
82 H 0.442
83 H 0.268
84 H 0.433
85 H 0.437
86 H 0.381
87 H 0.441
88 C -0.214
89 C -0.071
90 C -0.595
91 C -0.370
92 C -0.418
93 C -0.479
94 H 0.251
95 H 0.436
96 H 0.379
97 H 0.359
98 H 0.360
99 H 0.376

Question: total charge of number 1 (C45H56N6STeTi)?
Answer: 0

Question: total charge of number 1 (C45H56N6STeTi)?
Answer: 0

Question: Which value of total charge does entry 2 give?
Answer: 0